{"formula": "C4H7NO", "method": "the ωB97M-V functional and the def2-TZVPD basis", "symbols": ["C", "H", "H", "H", "O", "H", "C", "H", "H", "N", "H", "C", "C"], "xyz": [[1.149, 1.343, 0.094], [1.775, 1.727, -1.064], [-3.847, -1.003, -1.149], [0.761, -0.763, 2.009], [1.930, -0.516, -1.039], [-0.138, 1.604, 0.026], [-2.675, 0.387, 0.304], [1.927, 1.948, 1.166], [-2.214, 1.024, 1.122], [0.751, -0.914, 0.880], [1.654, -1.951, 1.236], [-3.174, -0.317, -0.537], [1.263, -0.090, -0.059]], "atomic_forces_ev_per_a": [[0.007, 5.122, -1.502], [-2.331, -0.734, 3.970], [1.673, 1.466, 1.024], [-0.610, 1.225, -3.945], [-1.948, 0.312, 2.164], [4.159, -0.193, 0.553], [0.658, 0.794, 1.097], [-2.963, -2.152, -3.336], [-0.893, -1.282, -1.765], [2.927, -5.669, 6.663], [-3.299, 3.462, -2.558], [-1.466, -0.968, -0.325], [4.088, -1.382, -2.040]], "lowdin_charge": [-0.104, 0.170, 0.057, 0.129, -0.026, 0.116, -0.064, 0.187, 0.048, 0.041, 0.266, -0.036, -0.785], "largest_force_ev_per_a": 9.23, "e_above_lowest_kcal_mol": 190.3, "charge": 0, "lumo_energy_ev": -0.10, "total_energy_ha": -286.3284, "multiplicity": 1}

=====

{"formula": "C6H7N", "method": "the ωB97M-V functional and the def2-TZVPD basis", "symbols": ["H", "H", "C", "H", "H", "N", "C", "C", "C", "H", "H", "C", "C", "H"], "xyz": [[1.822, 0.134, -1.452], [-1.668, 1.646, -0.534], [-2.011, -0.744, 0.367], [-0.413, 1.914, 0.689], [-3.879, -2.024, 0.580], [0.226, -1.030, -0.365], [-3.013, -1.420, 0.503], [1.609, -0.270, -0.468], [-0.624, 1.465, -0.282], [3.572, -0.302, 0.269], [2.257, -0.855, 1.443], [-0.390, 0.009, -0.173], [2.521, -0.451, 0.477], [-0.009, 1.928, -1.055]], "atomic_forces_ev_per_a": [[0.081, -0.073, 0.055], [0.093, -0.232, 0.117], [0.979, 1.153, -0.795], [0.013, 0.134, -0.058], [-0.165, -0.101, 0.140], [5.153, 2.600, -0.223], [1.120, 0.777, -0.207], [0.248, -2.656, -0.709], [0.770, 0.428, -0.144], [-0.023, 0.647, 0.144], [-0.040, -0.325, -0.043], [-8.159, -2.369, 1.870], [-0.311, 0.017, -0.314], [0.241, 0.000, 0.166]], "lowdin_charge": [0.101, 0.085, -0.064, 0.101, -0.007, 0.141, -0.002, -0.184, -0.049, 0.057, 0.064, -0.344, 0.016, 0.084], "largest_force_ev_per_a": 8.70, "e_above_lowest_kcal_mol": 142.3, "charge": 0, "lumo_energy_ev": 0.89, "total_energy_ha": -287.3604, "multiplicity": 1}

=====

Please write out number 2 again, unchanged.
{"formula": "C6H7N", "method": "the ωB97M-V functional and the def2-TZVPD basis", "symbols": ["H", "H", "C", "H", "H", "N", "C", "C", "C", "H", "H", "C", "C", "H"], "xyz": [[1.822, 0.134, -1.452], [-1.668, 1.646, -0.534], [-2.011, -0.744, 0.367], [-0.413, 1.914, 0.689], [-3.879, -2.024, 0.580], [0.226, -1.030, -0.365], [-3.013, -1.420, 0.503], [1.609, -0.270, -0.468], [-0.624, 1.465, -0.282], [3.572, -0.302, 0.269], [2.257, -0.855, 1.443], [-0.390, 0.009, -0.173], [2.521, -0.451, 0.477], [-0.009, 1.928, -1.055]], "atomic_forces_ev_per_a": [[0.081, -0.073, 0.055], [0.093, -0.232, 0.117], [0.979, 1.153, -0.795], [0.013, 0.134, -0.058], [-0.165, -0.101, 0.140], [5.153, 2.600, -0.223], [1.120, 0.777, -0.207], [0.248, -2.656, -0.709], [0.770, 0.428, -0.144], [-0.023, 0.647, 0.144], [-0.040, -0.325, -0.043], [-8.159, -2.369, 1.870], [-0.311, 0.017, -0.314], [0.241, 0.000, 0.166]], "lowdin_charge": [0.101, 0.085, -0.064, 0.101, -0.007, 0.141, -0.002, -0.184, -0.049, 0.057, 0.064, -0.344, 0.016, 0.084], "largest_force_ev_per_a": 8.70, "e_above_lowest_kcal_mol": 142.3, "charge": 0, "lumo_energy_ev": 0.89, "total_energy_ha": -287.3604, "multiplicity": 1}

=====

Which formula does entry 1 have? C4H7NO

=====

Number 1 is which compound? C4H7NO